(1)
{"formula": "C21H22BN6O2S2TeW", "method": "the ωB97M-V functional and the def2-TZVPD basis", "species": ["W", "C", "N", "C", "C", "N", "B", "N", "C", "C", "N", "C", "C", "S", "C", "S", "H", "H", "H", "H", "H", "H", "H", "H", "H", "H", "H", "H", "O", "C", "O", "C", "C", "C", "C", "C", "C", "N", "C", "C", "C", "C", "C", "C", "N", "H", "H", "H", "H", "H", "H", "H", "H", "H", "H", "Te"], "coordinates": [[-0.110, 0.522, -1.145], [3.157, -1.753, -2.019], [3.140, -1.366, -0.607], [3.558, -2.172, 0.427], [3.512, -1.414, 1.547], [3.081, -0.155, 1.197], [3.133, 1.005, 2.276], [2.101, 2.161, 2.010], [2.443, 3.475, 2.257], [1.319, 4.220, 2.201], [0.289, 3.352, 1.901], [-1.122, 3.723, 1.901], [0.790, 2.102, 1.795], [-0.154, 0.694, 1.423], [2.854, -0.139, -0.113], [2.257, 1.176, -1.103], [3.081, -2.836, -2.073], [4.082, -1.424, -2.487], [2.316, -1.303, -2.537], [3.851, -3.195, 0.269], [3.750, -1.659, 2.566], [2.891, 0.483, 3.338], [4.228, 1.517, 2.238], [3.461, 3.757, 2.456], [1.155, 5.272, 2.349], [-1.238, 4.675, 1.389], [-1.489, 3.807, 2.922], [-1.687, 2.953, 1.385], [-1.587, -7.038, -0.540], [-0.628, -6.092, -0.524], [0.526, -6.404, -0.552], [-1.055, -4.647, -0.542], [-0.051, -3.705, -0.334], [-0.367, -2.367, -0.357], [-1.670, -1.933, -0.586], [-2.670, -2.861, -0.808], [-2.353, -4.214, -0.777], [-1.832, -0.523, -0.690], [-2.959, 0.137, -0.597], [-2.859, 1.532, -0.874], [-3.934, 2.424, -0.888], [-3.718, 3.736, -1.224], [-2.420, 4.156, -1.553], [-1.395, 3.253, -1.522], [-1.598, 1.955, -1.185], [-2.466, -6.645, -0.467], [0.957, -4.050, -0.150], [0.407, -1.638, -0.123], [-3.682, -2.548, -1.031], [-3.154, -4.917, -0.978], [-3.896, -0.343, -0.344], [-4.922, 2.059, -0.642], [-4.541, 4.438, -1.243], [-2.215, 5.178, -1.839], [-0.378, 3.526, -1.770], [-0.187, 0.054, -3.625]], "atomic_forces_ev_per_a": [[0.249, 0.871, -0.161], [-0.025, -0.008, 0.190], [0.033, -0.178, -0.319], [-0.003, 0.042, -0.055], [-0.069, 0.097, -0.029], [0.058, 0.200, 0.257], [0.038, -0.001, 0.006], [0.280, -0.143, 0.103], [-0.008, -0.138, -0.057], [-0.097, -0.067, -0.043], [-0.275, 0.176, 0.070], [0.161, -0.046, -0.078], [0.070, 0.025, -0.080], [0.043, -0.110, -0.005], [-0.106, -0.033, 0.053], [0.181, 0.019, 0.099], [0.010, -0.005, -0.013], [0.033, 0.006, 0.009], [-0.030, 0.024, -0.025], [0.004, 0.017, -0.004], [-0.002, 0.024, -0.010], [-0.006, 0.076, -0.131], [-0.138, -0.103, -0.017], [-0.003, -0.019, -0.001], [-0.011, -0.009, -0.002], [-0.009, 0.012, 0.009], [0.009, 0.004, 0.022], [-0.017, -0.017, -0.001], [-0.014, 0.267, 0.103], [-0.093, -0.160, -0.370], [0.069, 0.040, 0.138], [-0.010, -0.086, 0.086], [-0.091, -0.029, -0.002], [0.047, -0.047, 0.128], [0.000, 0.314, 0.011], [-0.166, -0.119, -0.012], [-0.114, 0.066, -0.015], [-0.157, -0.502, -0.046], [0.033, -0.002, 0.025], [-0.032, -0.126, -0.050], [-0.125, 0.032, 0.074], [-0.036, 0.039, 0.005], [-0.009, 0.072, -0.018], [-0.079, -0.183, 0.062], [0.122, -0.065, -0.044], [0.058, -0.110, 0.029], [-0.011, 0.015, 0.003], [0.182, -0.066, 0.126], [0.020, -0.019, -0.013], [0.011, 0.020, -0.003], [-0.020, 0.038, 0.021], [0.015, 0.016, -0.002], [0.017, -0.012, -0.014], [-0.023, -0.007, 0.013], [0.039, -0.010, -0.012], [0.001, -0.094, -0.010]], "charge": 1, "total_energy_ev": -66632.18054, "multiplicity": 3, "homo_lumo_gap_ev": [5.06, 6.12]}

---

(2)
{"formula": "C18H23ClN2", "method": "the ωB97M-V functional and the def2-TZVPD basis", "species": ["C", "H", "H", "H", "C", "C", "H", "H", "H", "H", "C", "C", "C", "C", "C", "C", "C", "H", "H", "Cl", "H", "H", "H", "C", "H", "C", "N", "H", "C", "C", "N", "C", "C", "C", "C", "H", "H", "H", "H", "H", "H", "H", "H", "H"], "coordinates": [[-3.405, 1.227, -1.912], [-3.039, 2.158, -2.339], [-4.482, 1.185, -2.058], [-2.952, 0.399, -2.452], [-3.067, 1.141, -0.424], [-3.665, -0.134, 0.164], [-3.306, -1.010, -0.371], [-3.423, -0.233, 1.218], [-4.748, -0.103, 0.070], [-3.530, 1.995, 0.084], [-1.541, 1.288, -0.221], [-0.738, 0.199, -0.891], [-0.016, 0.485, -2.045], [0.775, -0.467, -2.660], [0.843, -1.739, -2.120], [0.123, -2.058, -0.982], [-0.653, -1.089, -0.374], [-1.187, -1.352, 0.525], [0.177, -3.054, -0.572], [1.845, -2.937, -2.863], [1.340, -0.224, -3.547], [-0.061, 1.479, -2.468], [-1.269, 2.234, -0.705], [-1.139, 1.418, 1.254], [-1.777, 2.151, 1.749], [0.329, 1.852, 1.360], [0.949, 1.438, 2.612], [1.814, 1.959, 2.718], [1.275, 0.027, 2.686], [2.228, -0.493, 1.630], [2.949, 0.402, 0.969], [3.777, -0.017, 0.027], [3.948, -1.351, -0.300], [3.212, -2.293, 0.403], [2.332, -1.859, 1.377], [1.735, -2.560, 1.941], [3.318, -3.346, 0.186], [4.635, -1.645, -1.078], [4.328, 0.763, -0.483], [1.720, -0.152, 3.672], [0.352, -0.558, 2.639], [0.881, 1.458, 0.494], [0.385, 2.942, 1.317], [-1.275, 0.471, 1.770]], "atomic_forces_ev_per_a": [[-0.048, 0.068, 0.276], [0.043, 0.106, -0.112], [-0.114, -0.011, -0.077], [0.023, -0.092, -0.101], [0.075, -0.023, -0.226], [0.054, 0.272, -0.001], [0.004, -0.135, -0.027], [0.008, -0.110, 0.158], [-0.098, -0.041, 0.004], [0.056, -0.012, -0.003], [-0.259, 0.017, 0.343], [0.030, 0.121, -0.144], [-0.027, -0.082, 0.029], [0.048, -0.089, -0.037], [-0.160, 0.141, 0.086], [0.023, -0.048, -0.146], [-0.017, 0.051, -0.066], [-0.080, -0.012, 0.138], [0.034, -0.089, 0.026], [0.128, -0.181, -0.116], [0.064, -0.007, -0.079], [-0.012, 0.119, -0.015], [0.024, -0.042, -0.029], [0.266, 0.210, -0.231], [-0.072, -0.033, 0.076], [-0.150, -0.151, -0.083], [0.187, 0.167, 0.135], [-0.115, -0.051, 0.019], [-0.045, 0.140, 0.137], [-0.045, -0.247, -0.060], [-0.141, 0.306, 0.303], [0.260, -0.152, -0.240], [-0.009, -0.016, 0.048], [0.030, 0.056, 0.093], [0.194, 0.127, -0.011], [-0.097, -0.079, 0.049], [-0.009, -0.072, -0.037], [0.051, -0.005, -0.084], [0.101, -0.023, -0.108], [-0.096, -0.091, -0.067], [0.052, -0.056, 0.071], [-0.094, 0.172, 0.111], [0.013, -0.027, -0.069], [-0.082, -0.096, 0.066]], "total_energy_ev": -34542.43822, "homo_lumo_gap_ev": 9.42}

---

(3)
{"formula": "C5H6N2O", "method": "the ωB97M-V functional and the def2-TZVPD basis", "species": ["C", "C", "C", "C", "C", "H", "H", "H", "H", "H", "H", "N", "N", "O"], "coordinates": [[-0.417, 1.149, -0.082], [1.054, 1.228, 0.455], [2.032, 0.310, -0.149], [-1.128, -0.146, 0.081], [-0.770, -1.234, -0.812], [1.287, 2.257, 0.363], [0.953, 1.040, 1.519], [-2.159, -0.020, 0.380], [0.031, -1.169, -1.512], [-1.583, -1.928, -1.002], [-0.846, -1.923, 1.193], [2.861, -0.398, -0.506], [-0.333, -1.281, 0.617], [-0.981, 2.116, -0.545]], "atomic_forces_ev_per_a": [[0.340, 0.460, 0.012], [-1.382, -0.606, -0.444], [-0.192, 0.434, 0.657], [0.169, 0.062, 0.938], [-0.501, -1.754, 1.254], [0.767, 0.925, -0.411], [0.240, -0.394, 0.213], [-0.168, -0.069, -0.115], [0.336, 0.110, -0.467], [0.192, 0.145, -0.574], [-0.579, -0.131, -0.024], [-0.113, 0.048, -0.266], [0.305, 1.381, -1.179], [0.586, -0.611, 0.406]], "total_energy_ev": -10308.07457, "homo_lumo_gap_ev": 10.72}

---

(4)
{"formula": "C52H38BF4LaN3O2P2S", "method": "the ωB97M-V functional and the def2-TZVPD basis", "species": ["La", "O", "S", "C", "C", "C", "C", "C", "C", "C", "C", "C", "C", "P", "C", "C", "C", "C", "C", "C", "C", "C", "C", "C", "C", "C", "C", "C", "C", "C", "C", "C", "C", "C", "C", "C", "C", "C", "P", "C", "C", "C", "C", "C", "C", "C", "C", "C", "C", "C", "C", "C", "C", "H", "H", "H", "H", "H", "H", "H", "H", "H", "H", "H", "H", "H", "H", "H", "H", "H", "H", "H", "H", "H", "H", "H", "H", "H", "H", "H", "H", "H", "H", "H", "H", "H", "H", "H", "H", "F", "B", "F", "F", "F", "N", "C", "O", "C", "C", "N", "C", "N", "H", "H"], "coordinates": [[12.644, 8.996, 12.054], [12.470, 11.089, 11.273], [13.133, 11.665, 9.944], [14.034, 13.054, 10.671], [13.327, 14.145, 11.147], [13.897, 15.380, 11.496], [15.287, 15.408, 11.563], [16.286, 16.499, 11.791], [17.673, 15.785, 11.764], [17.398, 14.380, 11.402], [18.169, 13.260, 11.172], [17.595, 11.985, 11.009], [16.237, 11.768, 10.858], [15.516, 10.027, 10.832], [16.415, 9.202, 12.199], [16.627, 7.801, 12.145], [17.405, 7.172, 13.117], [18.123, 7.948, 14.065], [17.782, 9.306, 14.225], [16.925, 9.942, 13.297], [16.444, 9.320, 9.408], [17.820, 9.021, 9.385], [18.358, 8.532, 8.219], [17.594, 8.443, 7.038], [16.235, 8.692, 7.109], [15.637, 9.082, 8.308], [15.421, 12.979, 10.916], [15.988, 14.224, 11.269], [11.843, 12.669, 9.072], [12.485, 13.504, 8.121], [11.850, 14.479, 7.359], [10.468, 14.565, 7.447], [9.526, 15.577, 6.908], [8.129, 15.065, 7.377], [8.430, 13.910, 8.302], [7.627, 13.187, 9.183], [8.173, 12.104, 9.881], [9.525, 11.767, 9.773], [9.938, 10.101, 10.405], [8.850, 8.933, 9.587], [9.362, 8.256, 8.474], [8.593, 7.324, 7.820], [7.293, 7.061, 8.273], [6.747, 7.822, 9.327], [7.523, 8.748, 10.005], [9.421, 9.996, 12.136], [9.300, 8.738, 12.776], [8.790, 8.645, 14.075], [8.430, 9.796, 14.757], [8.670, 11.042, 14.212], [9.090, 11.117, 12.902], [10.426, 12.658, 9.122], [9.793, 13.639, 8.302], [12.271, 14.034, 11.260], [13.270, 16.234, 11.662], [16.154, 17.073, 12.735], [16.186, 17.302, 11.057], [18.157, 15.853, 12.752], [18.390, 16.213, 11.022], [19.247, 13.359, 11.188], [18.243, 11.144, 11.003], [16.054, 7.232, 11.394], [17.414, 6.093, 13.160], [18.906, 7.495, 14.684], [18.245, 9.907, 14.978], [16.814, 11.026, 13.305], [18.411, 9.047, 10.325], [19.397, 8.286, 8.157], [18.076, 8.130, 6.124], [15.584, 8.597, 6.226], [14.562, 9.278, 8.336], [13.549, 13.378, 8.004], [12.453, 15.116, 6.699], [9.631, 15.641, 5.847], [9.713, 16.610, 7.302], [7.425, 14.826, 6.549], [7.536, 15.814, 7.934], [6.578, 13.398, 9.329], [7.494, 11.429, 10.464], [10.415, 8.400, 8.210], [9.101, 6.742, 7.087], [6.638, 6.358, 7.749], [5.725, 7.684, 9.635], [7.180, 9.352, 10.849], [9.483, 7.831, 12.198], [8.617, 7.673, 14.496], [7.860, 9.677, 15.650], [8.461, 11.951, 14.748], [9.074, 12.107, 12.412], [12.502, 6.159, 9.010], [12.547, 7.063, 10.041], [12.614, 8.427, 9.554], [11.465, 7.064, 10.926], [13.652, 6.973, 10.892], [13.542, 6.307, 15.642], [13.325, 7.424, 14.988], [13.025, 7.466, 13.721], [13.359, 8.661, 15.705], [13.019, 9.730, 14.928], [12.637, 10.433, 14.051], [13.554, 8.718, 17.097], [13.731, 8.709, 18.258], [13.328, 5.404, 15.253], [13.747, 6.336, 16.658]], "atomic_forces_ev_per_a": [[-0.657, -0.414, -0.782], [0.779, 2.245, -2.355], [-1.725, 0.945, 2.107], [-0.213, -0.026, 0.632], [-0.160, 0.029, -0.478], [1.359, -0.691, 0.192], [-0.806, -0.171, -0.724], [0.286, 0.932, 0.740], [1.090, 1.065, -0.199], [-1.141, -1.552, -0.485], [0.445, 0.991, 0.436], [-0.950, 0.280, -0.382], [-0.322, 1.113, 0.414], [1.581, 0.294, -0.059], [0.688, 0.294, 1.110], [-0.928, 0.474, 0.472], [0.201, 0.888, 0.182], [-0.986, 0.320, -0.157], [-0.136, -0.619, -1.373], [0.508, -1.080, -0.596], [-0.767, -0.063, 0.477], [-0.470, -0.300, 0.885], [-0.190, 0.419, -0.874], [-0.058, -0.098, 0.898], [-0.596, -0.103, -0.757], [0.407, 0.361, -0.578], [-0.128, -1.006, -0.595], [0.795, -0.755, 0.437], [1.239, 0.473, -1.558], [-0.359, -1.185, 1.318], [-0.751, 0.178, -0.624], [1.322, -0.456, 1.264], [-0.736, 0.650, 0.630], [-1.050, 0.442, -0.004], [-1.214, -0.637, 0.872], [-0.042, 0.634, -0.578], [0.349, -0.643, -0.245], [-0.968, -0.152, 1.198], [1.455, -0.438, -0.100], [-0.694, 0.383, -0.336], [0.391, 0.388, 0.961], [-0.598, -0.372, 0.806], [-0.301, 0.761, -0.205], [0.303, -0.309, -0.236], [0.819, -0.011, -0.427], [-0.786, 0.000, 0.921], [0.157, 0.182, -0.259], [0.243, 0.349, -0.950], [0.020, -0.385, -0.024], [-0.184, -0.303, -0.241], [0.332, 1.067, -0.892], [-0.342, -0.502, -0.296], [1.217, 0.584, -0.284], [-0.708, 0.142, -0.465], [-0.139, 0.191, 0.338], [-0.090, -0.715, -0.317], [0.122, -0.280, -0.354], [-0.083, -0.037, -0.359], [-0.579, -0.032, 0.618], [0.071, -0.178, 0.109], [0.564, -0.532, -0.022], [0.629, 0.097, 0.357], [0.439, -0.085, -0.206], [-0.577, 0.107, -0.066], [0.254, 0.151, 0.395], [-0.172, -0.305, 0.297], [-0.390, 0.134, -0.857], [0.497, -0.163, 0.131], [-0.113, -0.004, -0.061], [0.495, -0.060, 0.376], [0.368, -0.130, 0.073], [0.307, 0.190, 0.073], [-0.383, -0.242, 0.326], [-0.160, 0.093, -0.806], [0.050, -0.936, -0.192], [0.730, -0.284, 0.334], [0.546, -0.041, -0.124], [-0.131, 0.144, -0.204], [0.714, 0.852, -0.650], [-0.392, 0.008, -0.040], [-0.192, -0.427, -0.751], [0.406, 0.090, 0.259], [-0.240, -0.196, -0.037], [-0.258, -0.493, -0.264], [0.030, 0.075, 0.160], [-0.082, -0.245, 0.171], [0.078, 0.140, 0.831], [-0.233, 0.106, 0.152], [0.329, -0.557, 0.342], [-0.039, 0.623, 0.981], [0.090, -0.607, -2.119], [0.090, -0.102, -0.221], [-1.097, -0.319, 0.259], [1.154, -0.378, 0.256], [0.350, -1.153, 1.452], [-0.727, 1.333, -1.314], [0.655, -1.146, 2.316], [0.339, -0.623, 0.458], [-1.206, 1.783, -2.133], [0.965, -0.727, 2.384], [0.527, 0.120, 2.693], [-0.383, -0.057, -2.459], [0.112, 0.130, -0.281], [-0.266, 0.071, -1.134]], "charge": 1, "total_energy_ev": -104928.56659, "homo_lumo_gap_ev": 7.56}

---

(5)
{"formula": "C4H10N2O3", "method": "the ωB97M-V functional and the def2-TZVPD basis", "species": ["C", "C", "O", "O", "H", "H", "H", "H", "C", "N", "N", "C", "O", "H", "H", "H", "H", "H", "H"], "coordinates": [[1.632, -1.323, -0.869], [1.525, 0.061, -0.308], [-0.550, 0.770, -1.286], [2.323, 0.952, -0.514], [-1.333, 0.771, -1.850], [2.147, -1.953, -0.144], [2.198, -1.303, -1.796], [0.639, -1.742, -1.021], [-0.921, 0.259, 0.087], [-1.423, -1.069, -0.023], [-1.853, 1.171, 0.645], [0.471, 0.282, 0.791], [0.696, 1.519, 1.398], [1.378, 1.948, 0.840], [-1.323, -1.639, 0.805], [-2.314, -1.103, -0.504], [-1.434, 2.088, 0.762], [-2.364, 0.830, 1.449], [0.505, -0.518, 1.540]], "atomic_forces_ev_per_a": [[-0.163, 0.159, -0.421], [0.849, -0.220, 1.061], [-0.563, -0.534, 1.491], [-0.383, -0.289, -0.215], [-0.089, 0.046, 0.258], [0.118, 0.036, 0.102], [0.034, -0.049, -0.010], [0.073, 0.010, -0.082], [0.624, 0.611, -1.316], [0.310, 0.039, -0.278], [-0.527, 0.278, -0.623], [-0.242, 0.252, -0.607], [0.154, 0.048, -0.137], [-0.080, -0.141, 0.171], [-0.361, 0.090, -0.114], [-0.007, -0.202, 0.469], [-0.169, -0.237, 0.344], [0.330, 0.114, -0.044], [0.094, -0.010, -0.045]], "total_energy_ev": -13432.81272, "homo_lumo_gap_ev": 10.14}

---

Copy entry 3 word for word.
{"formula": "C5H6N2O", "method": "the ωB97M-V functional and the def2-TZVPD basis", "species": ["C", "C", "C", "C", "C", "H", "H", "H", "H", "H", "H", "N", "N", "O"], "coordinates": [[-0.417, 1.149, -0.082], [1.054, 1.228, 0.455], [2.032, 0.310, -0.149], [-1.128, -0.146, 0.081], [-0.770, -1.234, -0.812], [1.287, 2.257, 0.363], [0.953, 1.040, 1.519], [-2.159, -0.020, 0.380], [0.031, -1.169, -1.512], [-1.583, -1.928, -1.002], [-0.846, -1.923, 1.193], [2.861, -0.398, -0.506], [-0.333, -1.281, 0.617], [-0.981, 2.116, -0.545]], "atomic_forces_ev_per_a": [[0.340, 0.460, 0.012], [-1.382, -0.606, -0.444], [-0.192, 0.434, 0.657], [0.169, 0.062, 0.938], [-0.501, -1.754, 1.254], [0.767, 0.925, -0.411], [0.240, -0.394, 0.213], [-0.168, -0.069, -0.115], [0.336, 0.110, -0.467], [0.192, 0.145, -0.574], [-0.579, -0.131, -0.024], [-0.113, 0.048, -0.266], [0.305, 1.381, -1.179], [0.586, -0.611, 0.406]], "total_energy_ev": -10308.07457, "homo_lumo_gap_ev": 10.72}